DFT (ωB97M-V/def2-TZVPD) results for a single C20H16N4O molecule at a distorted geometry.

## Properties
Lowest unoccupied orbital energy in eV: 0.50
Calculated total energy in a.u.: -1065.9399
HOMO energy in eV: -8.25
Orbital gap in eV: 8.757
Charge: 0
Spin multiplicity: 1
Energy above the lowest of the compared OMol25 structures with the same formula, charge and spin in eV: 2.9611
SMILES: c1ccc(Cc2nc(-c3cnc(Oc4ccccc4)nc3)c[nH]2)cc1

CARTESIAN COORDINATES (ANGSTROEM)
C: -2.154649 1.784897 -6.894629
C: -0.779561 1.774087 -6.722782
C: -0.071102 0.876519 -5.873480
C: -0.742891 -0.168710 -5.231212
C: -0.036865 -1.122743 -4.173315
C: 0.336831 -0.624299 -2.759419
N: -0.367854 -0.698635 -1.658586
C: 0.394481 -0.163204 -0.606997
C: 0.082703 -0.171177 0.801633
C: -0.961977 -0.979029 1.327366
N: -1.301740 -0.865334 2.592639
C: -0.627378 -0.114917 3.424337
O: -1.075320 -0.084766 4.655877
C: -0.071399 -0.210784 5.588584
C: 0.743993 0.848108 5.936398
C: 1.859986 0.574633 6.703491
C: 1.971958 -0.604719 7.448288
C: 1.129406 -1.672865 7.122463
C: 0.119672 -1.464084 6.219077
N: 0.312258 0.701879 3.097744
C: 0.739534 0.705339 1.809736
C: 1.534722 0.369010 -1.140099
N: 1.534541 -0.032576 -2.475459
C: -2.190189 -0.179331 -5.364469
C: -2.881324 0.772972 -6.153138
H: -2.731374 2.376450 -7.598952
H: -0.213341 2.474264 -7.276309
H: 1.008740 0.995219 -5.747616
H: -0.770610 -2.062281 -4.131939
H: 0.897976 -1.462336 -4.701462
H: -1.602050 -1.548188 0.671188
H: 0.721792 1.836630 5.430823
H: 2.508770 1.341219 7.089849
H: 2.653839 -0.606795 8.267045
H: 1.313579 -2.553661 7.753262
H: -0.525554 -2.249997 5.873915
H: 1.453231 1.576016 1.642672
H: 2.321501 0.793923 -0.608710
H: 2.290890 0.084057 -3.175227
H: -2.847885 -0.966560 -5.010111
H: -3.977335 0.721766 -6.152476

Atoms 1-6, force components in eV/Å:
-0.856 -2.552 1.575
-0.027 -0.490 0.338
-0.960 -0.230 -0.228
-1.377 0.822 1.598
-1.127 -1.403 -1.363
-0.237 0.128 0.045

=====

DFT (ωB97M-V/def2-TZVPD) results for a molecular structure, C20H16N4O at a distorted geometry.

## Properties
Lowest unoccupied orbital energy in eV: -1.26
Calculated total energy in a.u.: -1065.4239
HOMO energy in eV: -7.86
Orbital gap in eV: 6.606
Charge: 0
Spin multiplicity: 1
Energy above the lowest of the compared OMol25 structures with the same formula, charge and spin in eV: 17.0022

CARTESIAN COORDINATES (ANGSTROEM)
C: 3.986506 2.936239 -0.244426
C: 2.704686 2.362055 -0.260569
C: 2.450393 1.152037 -0.590173
C: 1.035781 0.523655 -0.519819
C: 0.669682 -0.964204 -0.946605
C: -0.713537 -1.283584 -0.652914
C: -1.730245 -0.386098 -0.144456
N: -1.377059 1.009624 -0.143664
C: -0.138456 1.436698 -0.195217
C: 0.235711 2.722015 0.210265
C: 1.429630 3.410355 0.153969
H: 1.609195 4.337785 0.272722
C: -0.906339 3.476811 0.522759
H: -0.555697 4.756692 0.865508
H: -1.408376 3.247096 1.406331
H: -1.758243 3.650809 -0.017981
C: -3.011677 -0.833824 -0.164160
N: -3.368048 -1.991519 -0.434288
C: -4.480847 -2.228861 -0.507923
C: -5.663940 -1.459526 0.044069
C: -5.390099 -0.191430 0.148828
C: -4.149603 0.336728 0.324053
H: -3.748900 1.368195 0.455019
H: -6.192802 0.544659 0.706671
H: -6.647084 -1.712257 -0.273980
H: -4.673943 -3.351842 -0.707625
H: -0.953974 -2.390575 -0.926847
C: 1.741006 -1.581680 -1.255943
O: 2.019678 -1.941152 -2.237625
N: 2.252171 -2.522317 -0.088398
C: 3.184945 -3.349565 -0.276359
C: 3.339439 -3.928137 0.920996
C: 2.514599 -3.090728 1.857777
N: 1.782212 -2.417626 1.082408
H: 2.299949 -3.237995 2.901643
H: 4.085331 -4.461588 1.421693
H: 3.634772 -3.728791 -1.337511
H: 3.090079 0.422761 -0.604574
H: 3.948192 3.814439 -1.012609
H: 4.532869 2.310953 -0.558359
H: 4.322052 3.233696 0.807298

Atoms 1-6, force components in eV/Å:
-4.665 10.461 3.866
-5.408 5.918 2.116
-7.649 -2.191 0.369
-1.857 -0.278 -1.150
-9.597 12.653 6.501
2.027 -1.995 -0.879

=====

DFT (ωB97M-V/def2-TZVPD) results for a molecular structure, C20H17Br6N3O6 at a distorted geometry.

## Properties
Lowest unoccupied orbital energy in eV: -0.93
Calculated total energy in a.u.: -16831.7655
HOMO energy in eV: -9.91
Orbital gap in eV: 8.981
Charge: 0
Spin multiplicity: 1
Energy above the lowest of the compared OMol25 structures with the same formula, charge and spin in eV: 1.0909

CARTESIAN COORDINATES (ANGSTROEM)
C: 2.328302 -2.203585 2.616802
Br: 3.787167 -1.095676 1.870121
Br: 2.093473 -1.752206 4.516791
Br: 2.787671 -4.150064 2.376098
H: 1.419506 -1.937114 2.077195
C: 1.234982 0.132429 -0.721796
Br: 1.255768 -1.850750 -0.915681
Br: 3.008023 0.997312 -0.965598
Br: 0.457203 0.578284 1.062317
H: 0.541321 0.457499 -1.497219
C: -3.886745 3.551681 -6.611644
C: -2.754216 2.840668 -6.388860
C: -2.412195 2.431338 -5.099283
C: -3.221573 2.887084 -4.035552
C: -4.351390 3.659016 -4.250271
C: -4.717088 3.975763 -5.596076
N: -2.859261 2.467058 -2.644236
O: -2.021811 1.589990 -2.491455
O: -3.290537 3.138080 -1.692946
H: -4.203166 3.876179 -7.591935
H: -2.154043 2.494563 -7.217351
H: -1.593020 1.756622 -4.899014
H: -5.003429 3.935765 -3.435005
H: -5.485250 4.680147 -5.879221
C: -2.400088 -5.527997 -1.751327
C: -1.264252 -4.744863 -1.665905
C: -0.170241 -5.177041 -0.971036
C: -0.122591 -6.492954 -0.476030
C: -1.248241 -7.297600 -0.627646
C: -2.366212 -6.858190 -1.264222
N: 1.077432 -6.974538 0.187441
O: 2.098510 -6.368135 0.021776
O: 1.035741 -8.011571 0.827613
H: -3.319067 -5.222374 -2.229310
H: -1.032364 -3.796036 -2.126725
H: 0.663598 -4.490661 -0.969485
H: -1.191026 -8.290858 -0.207438
H: -3.243607 -7.478422 -1.373245
C: 2.244730 2.684784 3.683458
C: 2.098420 4.046660 3.495298
C: 2.711828 4.912193 4.393291
C: 3.214236 4.454673 5.607989
C: 3.195603 3.062521 5.921307
C: 2.820687 2.169362 4.892513
N: 3.703137 5.406104 6.633656
O: 3.936014 5.013275 7.785277
O: 3.730870 6.580394 6.357612
H: 2.035808 1.968981 2.902189
H: 1.698507 4.334139 2.534149
H: 2.618064 5.935444 4.060766
H: 3.634063 2.608499 6.797675
H: 2.880747 1.094129 4.974176

Atoms 1-6, force components in eV/Å:
1.160 -0.426 0.329
-0.707 -0.599 0.406
-0.062 -0.311 -0.857
-0.592 1.570 0.112
0.219 -0.325 0.154
0.207 -0.400 0.652

=====

DFT (ωB97M-V/def2-TZVPD) results for a single C20H17F4NOS molecule at a distorted geometry.

## Properties
Lowest unoccupied orbital energy in eV: -1.63
Calculated total energy in a.u.: -1699.8770
HOMO energy in eV: -9.13
Orbital gap in eV: 7.502
Charge: 0
Spin multiplicity: 1
Energy above the lowest of the compared OMol25 structures with the same formula, charge and spin in eV: 1.9876
SMILES: CC(C)c1cccc(C(C)C)c1N1C(=O)c2c(F)c(F)c(F)c(F)c2C1=S

CARTESIAN COORDINATES (ANGSTROEM)
C: -2.040859 1.396079 -3.238134
C: -1.970637 0.257909 -2.231015
C: -3.118781 -0.798940 -2.362457
C: -1.868984 0.805672 -0.859289
C: -3.047490 1.446850 -0.332961
C: -3.016630 1.905523 0.974455
C: -1.945146 1.725622 1.824378
C: -0.762464 1.218092 1.289441
C: 0.492549 1.056982 2.225400
C: 0.360563 -0.041198 3.339987
C: 0.703949 2.443794 2.815938
C: -0.767075 0.650419 0.032058
N: 0.192951 -0.358877 -0.305228
C: 0.510122 -1.611504 0.266284
O: -0.140776 -2.263822 1.104477
C: 1.815187 -2.065495 -0.153501
C: 2.570845 -3.172647 0.264266
F: 2.103407 -4.171083 1.039245
C: 3.745278 -3.482732 -0.343920
F: 4.414665 -4.621336 -0.112238
C: 4.369356 -2.465853 -1.052848
F: 5.593332 -2.676546 -1.583285
C: 3.781543 -1.281165 -1.285999
F: 4.532763 -0.365027 -2.025878
C: 2.437024 -1.088052 -0.854100
C: 1.391544 -0.000081 -0.966395
S: 1.705907 1.507892 -1.691706
H: -1.844961 1.078717 -4.300701
H: -2.924126 2.057323 -3.145620
H: -1.155937 2.069367 -3.047766
H: -1.114088 -0.355540 -2.515824
H: -3.200414 -1.362727 -1.368327
H: -4.117393 -0.330631 -2.803946
H: -2.836886 -1.474554 -3.161895
H: -3.943834 1.440884 -0.970964
H: -3.988161 2.423568 1.178732
H: -1.912201 2.205462 2.799061
H: 1.411269 0.948436 1.700428
H: 1.158760 0.052411 4.025754
H: -0.513645 0.142991 4.015706
H: 0.322125 -0.995016 2.990979
H: 1.700070 2.344896 3.346790
H: 1.012747 3.033597 2.045675
H: -0.095464 2.770341 3.434946

Atoms 1-6, force components in eV/Å:
1.456 1.193 -0.856
-0.377 -1.217 -0.979
-1.365 0.933 -0.046
-1.128 0.491 2.063
2.421 -1.152 -0.842
-2.534 0.501 -0.791

=====

DFT (ωB97M-V/def2-TZVPD) results for a molecular structure, C20H17N2O3PdS2 at a distorted geometry.

## Properties
Lowest unoccupied orbital energy (alpha / beta) in eV: 2.38 / 2.38
Calculated total energy in a.u.: -2031.8904
HOMO energy (alpha / beta) in eV: -4.21 / -4.21
Orbital gap (alpha / beta) in eV: 6.588 / 6.589
Charge: -1
Spin multiplicity: 1
Energy above the lowest of the compared OMol25 structures with the same formula, charge and spin in eV: 1.1157

CARTESIAN COORDINATES (ANGSTROEM)
Pd: -0.602697 0.066503 -0.004755
S: -0.404751 -2.015386 -1.462081
C: 1.196178 -1.385620 -1.709253
C: 2.267995 -2.123502 -2.250670
C: 3.512691 -1.545011 -2.342042
C: 3.705927 -0.233101 -1.908302
C: 2.606393 0.435321 -1.409512
N: 1.390752 -0.110010 -1.321345
H: 2.093803 -3.142112 -2.569877
H: 4.344702 -2.113562 -2.742736
H: 4.673209 0.248823 -1.955262
H: 2.682989 1.460760 -1.062615
C: -1.929208 0.820619 -1.246524
C: -1.830699 2.237609 -0.841332
C: -2.539923 2.718637 0.257175
C: -2.431874 4.040024 0.653119
C: -1.603099 4.908974 -0.046312
C: -0.873902 4.441145 -1.135707
C: -0.992811 3.118867 -1.524548
C: -1.501396 6.301069 0.350467
N: -1.416997 7.406634 0.654407
H: -1.601894 0.588744 -2.254285
H: -2.826063 0.291664 -0.937696
H: -3.151817 2.028766 0.825577
H: -2.983536 4.401624 1.510738
H: -0.218870 5.116963 -1.669643
H: -0.425113 2.749104 -2.370084
C: -0.213332 0.185003 8.548661
C: -0.341035 0.234986 7.047955
C: -1.166593 -0.654215 6.368753
C: -1.261694 -0.628813 4.984158
C: -0.523975 0.298616 4.263292
C: 0.302875 1.199000 4.923840
C: 0.386573 1.162642 6.306877
S: -0.552882 0.253803 2.498135
O: -0.169306 1.596170 2.057302
O: 0.424739 -0.769879 2.092453
O: -1.923523 -0.124174 2.138770
H: -0.972940 -0.462482 8.987384
H: -0.314491 1.178721 8.989253
H: 0.765122 -0.202043 8.843784
H: -1.746138 -1.377847 6.931906
H: -1.906400 -1.317940 4.454700
H: 0.864277 1.919621 4.344312
H: 1.027180 1.870513 6.822952

Atoms 1-6, force components in eV/Å:
-0.093 -0.884 -0.700
0.206 0.280 0.057
-0.152 0.034 -0.059
-0.106 -0.050 -0.012
0.041 -0.012 -0.009
0.002 -0.005 -0.021

=====

DFT (ωB97M-V/def2-TZVPD) results for a single C20H17N3O3S molecule at a distorted geometry.

## Properties
Lowest unoccupied orbital energy in eV: 0.39
Calculated total energy in a.u.: -1560.4662
HOMO energy in eV: -8.01
Orbital gap in eV: 8.396
Charge: 0
Spin multiplicity: 1
Energy above the lowest of the compared OMol25 structures with the same formula, charge and spin in eV: 4.1468
SMILES: C=CCn1c(SCC(=O)c2ccccc2)nnc1-c1ccc2c(c1)OCO2

CARTESIAN COORDINATES (ANGSTROEM)
C: 0.068502 4.058423 -1.179817
C: 0.790180 3.071610 -0.686231
C: 0.557032 1.623827 -1.014131
N: 0.271696 0.863608 0.177778
C: -0.935123 0.829527 0.811844
S: -2.304895 1.748768 0.271705
C: -3.524869 1.249936 1.536459
C: -4.698014 0.539105 0.889098
O: -5.809700 1.012073 0.956111
C: -4.412942 -0.709669 0.148388
C: -5.289120 -1.060066 -0.880652
C: -5.080854 -2.208026 -1.618699
C: -4.001981 -3.028724 -1.328983
C: -3.139811 -2.699057 -0.295618
C: -3.338109 -1.546975 0.443508
N: -0.900317 0.010645 1.831515
N: 0.328727 -0.512791 1.882338
C: 1.044811 -0.009961 0.908763
C: 2.427733 -0.378175 0.660479
C: 2.806685 -1.685468 0.958241
C: 4.108333 -2.133181 0.771959
C: 5.017831 -1.226760 0.280151
C: 4.649598 0.089930 -0.003688
C: 3.368298 0.544044 0.177664
O: 5.741738 0.779565 -0.457301
C: 6.811887 -0.141509 -0.447346
O: 6.346534 -1.394427 0.007072
H: 0.259602 5.084898 -0.919960
H: -0.741251 3.878336 -1.866866
H: 1.587807 3.268145 0.018111
H: 1.436789 1.183666 -1.493355
H: -0.301513 1.532610 -1.687754
H: -3.878411 2.159290 2.023166
H: -2.983877 0.618899 2.240412
H: -6.124374 -0.408140 -1.089315
H: -5.759450 -2.466463 -2.418009
H: -3.837148 -3.928289 -1.903801
H: -2.306547 -3.344343 -0.059487
H: -2.663839 -1.319633 1.255172
H: 2.057990 -2.354029 1.350407
H: 4.397709 -3.144247 1.002300
H: 3.129035 1.576099 -0.009597
H: 7.217870 -0.245866 -1.466047
H: 7.605770 0.222809 0.224032

Atoms 1-6, force components in eV/Å:
0.045 0.079 -0.035
0.081 -0.187 -0.029
0.119 0.297 -0.374
-0.297 -0.411 0.572
0.007 -0.101 0.197
-0.297 0.285 -0.006